Record 1
Below is a cluster of 2 separate species, C21H42IN2O9S in total at a distorted geometry, with properties calculated with wB97M-V/def2-TZVPD.

The charge is +1. The value obtained for the electronic energy is -2307.60652 a.u.

Last column: Löwdin charge in e.
Cartesian coordinates (Å):
H  -1.28978  -1.34192  5.64121  0.11
C  4.59945  3.20567  -3.58282  -0.27
H  -2.42136  -3.23337  4.99441  0.13
H  4.62440  3.45354  -4.63917  0.11
C  1.66804  2.57991  -3.11005  -0.31
H  -6.69837  -1.65631  5.88809  0.12
C  -2.23815  -1.91520  1.84199  -0.06
H  2.07843  -0.47679  -4.86728  0.11
C  4.14790  1.72304  -3.48696  -0.53
H  3.88844  3.88330  -3.13047  0.10
C  2.65320  3.12624  -1.13735  -0.51
H  -4.60227  -3.65315  5.95710  0.14
O  3.96984  -2.91012  -5.65563  -0.13
H  -6.60887  -3.11030  6.91855  0.12
H  -2.32297  -3.07887  6.75290  0.12
S  2.56308  -3.33195  -5.06224  0.57
H  1.27996  -2.37406  -3.33919  0.12
C  -4.24967  -2.62667  5.86814  -0.10
H  2.61597  3.51353  -4.83408  0.11
H  -4.67110  -3.43347  8.37027  0.12
H  -0.37348  3.24263  -5.97992  0.05
C  -1.17451  0.09054  -0.93261  -0.19
C  1.63126  3.18805  -4.50964  -0.08
H  2.96503  -2.59887  -2.88720  0.11
H  4.58617  -2.64165  -4.96203  0.09
H  2.88725  -0.41852  -1.92759  0.10
O  3.00900  1.85207  -1.41755  0.02
O  1.86426  3.58520  -2.14025  0.10
C  2.62485  -0.79781  -3.98659  -0.24
H  -0.77232  -0.38877  1.93336  0.12
O  2.60322  -4.66727  -4.55911  -0.27
H  -3.61536  -0.19214  7.23847  0.10
H  -3.01097  -2.26701  1.17091  0.08
C  2.30080  -2.25519  -3.67522  -0.22
H  -0.30003  1.53569  0.32662  0.13
C  -1.58961  -0.67584  1.26583  -0.29
H  -2.16604  0.53893  -0.89610  0.13
H  6.08000  4.65874  -3.20377  0.08
C  2.36070  0.04859  -2.74841  -0.16
O  1.58808  -3.05197  -6.06446  -0.26
H  -1.06700  -0.30929  -1.93687  0.12
H  -5.04203  -1.84340  9.08942  0.12
O  -0.26466  2.27799  -1.52950  -0.07
H  -4.63720  -2.19573  4.94565  0.14
H  1.72573  1.32915  -5.74843  0.10
C  -6.38643  -2.04851  6.85217  0.01
H  -2.65621  -1.64067  2.80803  0.05
H  1.00252  4.06811  -4.50386  0.14
C  0.17534  2.09724  -2.84859  -0.11
C  -2.74117  -2.62850  5.84749  -0.22
H  -2.25942  0.18149  1.24493  0.12
N  -4.90958  -1.85608  6.99019  -0.37
C  -4.62573  -0.38389  6.90379  0.02
H  0.87387  0.73916  -0.66823  0.12
H  -4.76447  -0.05951  5.87787  0.12
C  5.96934  3.58903  -3.04021  -0.16
H  4.12908  1.32369  -4.49145  0.08
I  5.62369  0.46010  -2.51154  1.04
H  -0.44677  2.74523  -3.45047  0.13
O  -1.04340  -0.95594  -0.00399  -0.13
N  0.08867  2.37057  -6.23761  0.13
C  2.76425  1.51784  -2.82705  -0.35
C  1.13802  2.21803  -5.54685  -0.23
H  1.30999  -0.06912  -2.52028  0.09
H  -1.45985  -2.64818  2.01840  0.08
H  -3.41683  -2.16580  8.45244  0.11
H  3.67677  -0.76707  -4.24858  0.04
O  2.98134  3.75851  -0.14313  0.15
C  -0.12677  1.16140  -0.67879  -0.18
H  6.78601  3.11852  -3.56925  0.06
H  0.00608  1.08966  -3.21716  0.12
O  -2.24937  -1.30535  5.69249  -0.06
H  -6.88169  -1.51180  7.65580  0.11
H  -5.32789  0.12764  7.55877  0.11
H  6.04685  3.45191  -1.97053  0.06
C  -4.47556  -2.36492  8.32276  0.02

=====

Record 2
Below is the molecule C4H8S3 at a distorted geometry, with properties calculated with wB97M-V/def2-TZVPD.

The charge is 0. Its SMILES is C=C(S)SCCS. The value obtained for the electronic energy is -1351.69648 a.u.

Last column: Löwdin charge in e.
Cartesian coordinates (Å):
C  1.25382  0.52072  -0.82748  -0.46
H  -1.17234  -0.43658  -0.74155  -0.27
H  0.74633  1.24798  -1.34273  0.02
C  0.85967  -0.79011  -1.63172  -0.54
S  -0.64177  -0.45430  3.11150  0.74
H  2.37070  0.77903  -0.97420  0.10
S  1.06051  0.64260  1.04059  0.85
H  -2.70393  0.47363  1.45006  0.06
H  1.05544  -0.41371  -2.58098  0.03
C  -0.58745  0.29425  1.50896  -1.09
C  -1.76350  0.65573  0.95558  -0.15
H  -1.75623  1.16991  -0.04312  0.08
S  -0.89746  -1.35286  -1.57196  0.74
H  1.50475  -1.60957  -1.45366  0.05
H  0.67145  -0.72671  3.10072  -0.16

=====

Record 3
Below is a cluster of 3 separate species, C23H50F3N2O2 in total at a distorted geometry, with properties calculated with wB97M-V/def2-TZVPD.

The charge is +1. The value obtained for the electronic energy is -1465.70045 a.u.

Last column: Löwdin charge in e.
Cartesian coordinates (Å):
H  6.18619  -2.48721  -0.07792  0.10
H  -3.79806  -2.78187  0.40958  0.13
N  0.73543  -3.06277  3.66373  0.01
C  -3.17845  6.78929  1.09811  -0.23
H  -1.10457  6.28676  0.77906  0.10
H  6.11519  -0.75272  -1.91451  0.06
H  3.90378  -1.35762  -2.13585  0.11
C  6.17654  -2.78805  -1.12911  -0.26
C  -0.40571  -1.47624  -1.63655  -0.18
H  3.88261  -3.34899  1.16645  0.08
H  -2.46770  9.27948  -1.25092  0.07
H  0.43915  -1.29369  -2.29382  0.16
H  2.20596  0.96388  -0.26174  0.10
F  -0.95063  0.13923  1.97998  0.13
H  -4.27721  8.37874  0.17630  0.11
H  -3.74154  7.16370  -0.95730  0.10
C  -2.44455  -3.97975  1.64457  -0.16
C  4.77391  -3.23805  -1.53505  -0.22
H  -3.47442  3.35518  0.62302  0.07
H  -1.92910  9.21332  0.42647  0.08
H  2.18981  -3.03022  0.79702  0.04
C  0.44310  0.22244  0.06105  -0.29
H  -3.54825  -2.00675  -1.78766  0.14
H  -0.07324  -2.41902  0.28813  0.10
H  -1.68156  -2.32154  2.82334  0.10
H  0.98277  -0.62830  0.47634  0.13
H  -2.92785  7.38295  1.98188  0.11
H  -4.41414  4.59381  -0.21481  0.07
C  -2.69229  -2.62034  -2.03930  -0.02
C  3.55060  -1.55010  -0.02402  -0.24
H  -1.97604  -4.85676  1.20654  0.12
C  3.69849  -2.15781  -1.41925  -0.22
H  0.93355  -3.02155  -0.99721  0.11
H  -2.79611  -4.44748  -0.99652  0.16
H  -2.26368  -2.01547  0.72969  0.09
H  -2.98543  -3.26135  -2.86146  0.14
C  -2.73280  -2.97233  0.51019  -0.12
C  -0.07074  -2.69254  -0.76330  -0.14
H  -2.28677  5.46633  -1.25774  0.10
C  -2.23025  8.60479  -0.42809  -0.11
H  -1.97816  5.14270  1.76691  0.11
F  0.83400  1.42494  2.08842  0.15
C  -0.11643  -3.78234  2.71437  -0.28
H  4.48959  -4.10476  -0.93255  0.11
C  -2.06218  5.76830  0.87230  -0.23
H  6.76397  -1.94809  -3.04103  0.08
C  -0.67242  -0.17579  -0.88754  -0.06
H  -1.98412  -3.76526  3.72981  0.11
N  -1.57128  -1.74752  -2.55427  0.13
H  7.73654  -1.38885  -1.68178  0.07
H  -1.37682  4.21969  -0.43715  0.09
H  6.84652  -3.64688  -1.20194  0.11
H  -1.37116  8.00586  -0.73423  0.06
H  -4.10850  6.26863  1.34251  0.10
H  4.79955  -3.58865  -2.57084  0.11
C  6.72578  -1.65417  -1.99049  -0.11
H  2.79474  -0.75370  -0.07308  0.06
H  0.27864  -3.56968  1.72503  0.07
H  -1.63455  -0.20567  -0.38219  0.13
H  -0.73131  0.62673  -1.62302  0.14
H  2.73913  -2.59609  -1.72366  0.08
H  4.48144  -1.06138  0.27033  0.11
C  -2.25401  4.86575  -0.34499  -0.27
F  -0.90667  2.02216  0.83994  0.14
C  -0.14860  0.96958  1.26115  -0.51
C  -2.28309  -3.50146  -0.85383  -0.32
H  -3.58662  3.34997  -1.14119  0.06
C  -3.50500  3.99453  -0.26223  -0.11
C  3.14266  -2.55902  1.04850  -0.08
O  -0.91102  -3.80631  -0.95637  -0.05
H  -1.25122  -2.12267  -3.44116  0.19
H  0.38541  -3.19939  4.60246  0.07
H  0.01746  -4.84961  2.86078  0.12
C  -1.58816  -3.40456  2.78210  -0.19
H  -3.38865  -4.30647  2.06650  0.11
C  -3.43277  7.73355  -0.07622  -0.27
H  0.67774  -2.07414  3.46770  0.05
H  -1.97390  -0.83964  -2.77922  0.18
O  1.32815  1.06303  -0.62746  0.04
H  3.02934  -2.07471  2.01836  0.08

=====

Record 4
Below is the molecule C6H13NO at a distorted geometry, with properties calculated with wB97M-V/def2-TZVPD.

The charge is 0. Its SMILES is CC(C)=[N+]([O-])C(C)C. The value obtained for the electronic energy is -366.27205 a.u.

Last column: Löwdin charge in e.
Cartesian coordinates (Å):
H  0.45724  -1.91568  -0.89205  0.10
H  -2.54073  1.86406  1.56430  0.08
H  3.41331  0.73459  -0.08378  0.10
H  -1.06721  2.68660  1.87909  0.05
H  1.05791  -1.88066  0.79228  0.07
C  -0.49633  0.06144  2.07783  -0.04
H  -0.59488  -0.90956  1.77994  0.03
C  -1.58163  2.20043  1.12602  0.00
O  0.18815  1.86743  -1.02691  -0.07
H  2.28533  1.04649  1.41041  0.09
H  2.12246  -2.09532  -0.61553  0.09
C  -0.49851  1.03248  0.90686  -0.21
H  1.79906  0.12702  -1.43639  0.16
N  0.28468  1.00638  -0.16064  -0.24
C  1.28284  -1.49565  -0.23078  -0.09
H  -1.83960  2.73639  0.28856  0.03
C  2.56465  0.38619  0.57534  -0.08
H  0.44433  -0.05750  2.57757  0.06
H  -1.15571  0.42650  2.92808  0.11
C  1.45823  0.00081  -0.35592  -0.32
H  2.95793  -0.41517  1.19558  0.07

=====

Record 5
Below is a cluster of 2 separate species, C12H20BF7NO4 in total at a distorted geometry, with properties calculated with wB97M-V/def2-TZVPD.

The charge is -1. The value obtained for the electronic energy is -1548.89855 a.u.

Last column: Löwdin charge in e.
Cartesian coordinates (Å):
C  -4.69968  1.20871  0.23819  -0.21
H  -5.69680  -0.46440  -0.58648  0.13
F  6.25168  2.98785  0.58712  0.07
H  2.65044  0.04146  1.14253  0.06
H  -1.91074  0.61329  -0.57790  0.12
C  -5.73156  1.67302  1.05861  -0.31
C  1.29032  1.87033  0.08139  -0.07
H  1.57172  -0.93236  -1.99902  0.12
C  1.32507  -2.15380  2.40621  -0.08
C  0.04533  -0.93499  -0.40852  -0.25
H  2.31390  -2.31687  1.97391  0.09
H  3.94373  0.65386  0.06973  0.07
H  2.05563  2.61456  0.31685  0.09
F  -6.87385  2.01624  0.50939  0.15
O  -1.21213  -1.25381  -1.02688  -0.11
H  1.21490  -2.84917  3.24595  0.09
H  1.67696  -2.39718  -0.03981  0.14
H  1.24918  -1.14526  2.82842  0.09
B  5.92347  3.27644  -0.75516  -1.24
F  4.84301  2.44876  -1.15584  0.07
C  3.01808  0.07747  0.11210  -0.06
H  -3.62444  -0.15498  -2.11067  0.12
H  -0.13529  -0.31523  0.46977  0.13
F  7.03634  3.02362  -1.58129  0.07
C  1.96085  0.78297  -0.77834  -0.39
H  2.52864  1.29421  -1.56028  0.13
N  -0.93038  -4.09624  0.28429  -0.02
H  0.91634  1.41055  1.00112  0.06
H  0.48700  2.41111  -0.43117  0.08
C  -3.56934  -0.65135  -1.13883  -0.15
O  -0.02468  -3.40590  -0.54802  -0.05
O  -1.90466  -4.34642  -0.31318  0.07
H  0.33925  0.29543  -2.11566  0.12
F  -3.71573  2.07505  -0.08503  0.07
H  3.21936  -0.94245  -0.23111  0.07
C  0.97958  -0.23310  -1.39669  -0.10
H  -2.35422  -0.67573  0.61393  0.14
O  0.25268  -2.37620  1.50023  -0.14
C  0.60668  -2.29297  0.14374  -0.27
H  -4.58191  -0.81991  0.73595  0.12
F  -5.63722  1.73499  2.36124  0.16
C  -2.22215  -0.43002  -0.45104  -0.21
C  -4.70077  -0.23087  -0.18275  -0.15
H  -3.71643  -1.71901  -1.33648  0.12
F  5.54178  4.62829  -0.87054  0.07

=====

Record 6
Below is the molecule C5H9NO2S at a distorted geometry, with properties calculated with wB97M-V/def2-TZVPD.

The charge is 0. Its SMILES is COC(CSC#N)OC. The value obtained for the electronic energy is -799.19800 a.u.

Last column: Löwdin charge in e.
Cartesian coordinates (Å):
C  1.93891  1.01103  -1.54824  -0.14
H  -0.65932  1.53214  -0.86662  0.19
H  -0.10459  -0.14462  1.89022  0.16
C  -0.51297  0.70364  1.11183  -0.35
C  -0.03527  0.70403  -0.28418  -0.52
S  -2.33194  0.42684  1.21866  0.94
H  1.35168  2.05849  -2.12144  0.17
H  0.96595  -1.56534  -0.12349  0.11
H  -0.69049  -1.77622  0.19605  -0.01
N  -2.45242  -1.48723  3.35318  0.08
H  -0.44151  1.70143  1.37306  0.05
C  -0.07076  -1.64220  -0.49738  -0.05
O  -0.43988  -0.38259  -1.03078  -0.17
H  -0.14537  -2.41836  -1.33272  0.14
C  -2.42065  -0.65240  2.50327  -0.65
H  2.97144  1.03612  -1.24601  0.08
H  1.69664  0.08013  -2.25695  0.12
O  1.38053  0.81511  -0.33845  -0.16

=====

Record 7
Below is a structure of composition C20H36NOP2Sn at a distorted geometry, with properties calculated with wB97M-V/def2-TZVPD.

As for the expectation value of S²: 0.755. The charge is 0. The value obtained for the electronic energy is -1810.25071 a.u. The multiplicity is 2.

Last column: Löwdin charge in e.
Cartesian coordinates (Å):
C  0.34991  -1.65169  -1.22512  -0.48
H  -0.81615  2.64756  -1.06112  0.10
C  -0.64976  -0.76295  -0.37006  -0.25
H  -1.52802  -1.40000  -0.15971  0.07
H  3.46675  -0.48928  -0.36694  0.09
C  0.56457  0.91695  7.43701  -0.04
C  0.36572  0.51706  -3.93152  -0.30
H  1.32855  2.92627  -0.49607  0.04
H  1.55936  -3.66450  -3.19866  0.06
H  1.98520  -2.09171  -3.90534  0.06
Sn  -1.49102  -0.76546  2.88768  0.90
C  2.48544  -0.25127  -0.82278  -0.30
N  -0.49471  0.72500  5.33458  -0.15
O  -0.32674  0.61046  3.96954  -0.42
H  -1.58929  -3.79529  -3.76921  0.05
H  1.57019  1.03405  5.49838  0.15
H  1.35931  0.16884  -3.59521  0.08
H  2.17067  2.80889  -3.58202  0.06
C  1.87633  0.91122  0.06386  -0.29
H  0.87473  3.86523  -4.22375  0.05
P  -0.03448  2.02321  -3.02633  0.89
H  -1.85740  0.96410  -0.08959  0.10
C  -1.62097  -3.16796  -2.86626  -0.19
H  -1.95196  0.37468  -1.72029  0.07
H  0.16276  -2.68124  -0.83273  0.10
H  0.15735  -2.97766  2.79462  -0.03
C  -1.81649  0.58678  7.28102  -0.04
H  2.76586  1.49210  0.37604  0.09
P  -0.21989  -2.04110  -2.88510  0.91
H  -2.00056  3.37743  -2.85341  0.06
H  -1.41703  3.26200  -4.54237  0.05
H  -0.70869  -2.95759  4.38201  -0.04
C  1.16489  -2.80909  -3.76231  -0.19
H  -0.14944  -0.57694  0.59811  0.01
H  1.47757  1.06490  8.00708  0.11
H  -1.57631  -3.81185  -1.97664  0.06
H  1.30004  3.92389  -2.48944  0.06
C  -1.23207  0.54813  -0.90225  -0.18
H  -0.87647  -0.96126  -4.90272  0.09
H  -2.80176  0.46299  7.72546  0.12
H  0.73828  -1.90600  4.12532  -0.03
C  -1.71696  0.59855  5.89557  -0.05
H  0.83727  -3.15932  -4.75208  0.05
H  -2.56435  -2.60306  -2.85970  0.06
H  0.49285  0.83924  -4.97792  0.09
H  -0.74387  0.75031  9.14662  0.11
H  -2.58031  0.50379  5.23033  0.07
C  0.64087  0.91192  6.05055  0.01
C  -0.24759  1.71859  -1.29479  -0.50
C  1.19888  3.26811  -3.36154  -0.18
C  1.76255  -1.50022  -0.89668  -0.28
H  -2.33223  1.89498  -3.80973  0.05
H  2.70145  0.13380  -1.83794  0.06
H  2.29278  -2.41090  -0.57741  0.05
C  -0.70167  -0.58846  -3.87862  -0.32
H  -1.68024  -0.23455  -3.51296  0.06
C  -1.60340  2.69452  -3.61953  -0.19
C  -0.14694  -2.35451  3.65082  -0.38
C  1.01344  1.87839  -0.57589  -0.26
C  -0.66935  0.74241  8.06091  -0.06
H  1.48257  0.46748  0.99626  0.08

=====

Record 8
Below is a cluster of 2 separate species, C4H9NO2 in total, with properties calculated with wB97M-V/def2-TZVPD.

The charge is 0. Its SMILES is C[C@@H]1CO1.[H]/N=C/O. The value obtained for the electronic energy is -363.00385 a.u.

Last column: Löwdin charge in e.
Cartesian coordinates (Å):
N  2.37625  -0.08004  0.50921  0.09
O  -0.73560  0.85063  0.09730  -0.09
H  -3.11578  -0.30674  -0.07841  0.08
H  -0.16156  -1.00217  -0.74506  0.14
C  -0.98723  -0.52724  -0.21154  -0.34
O  1.72244  1.71307  -0.76293  0.03
H  3.23156  -0.53617  0.81816  0.05
C  -0.71337  -0.10859  1.16227  -0.11
H  -2.57094  -1.91574  -0.61663  0.08
H  3.64553  1.25679  -0.51063  0.12
C  2.64332  0.92290  -0.22659  -0.36
H  -1.54144  -0.01171  1.86150  0.12
H  -2.51637  -0.53812  -1.73271  0.08
H  0.27328  -0.29166  1.58108  0.08
C  -2.37950  -0.83950  -0.68878  -0.04
H  0.82942  1.41429  -0.45625  0.07

=====

Q: Which formula does entry 1 have?
A: C21H42IN2O9S

=====

Q: charge of number 5 (C12H20BF7NO4)?
A: -1